Entry 1:
C2H5N3OS | ωB97M-V/def2-TZVPD

Cartesian coordinates (Å):
N 0.31167 -0.82581 -1.60391
N 0.25909 0.52888 -1.14822
C 0.05966 0.61433 0.17685
N 0.10507 1.80884 0.91102
C -0.28608 -0.50853 1.11222
O 0.01488 -0.50355 2.23379
S -1.62303 -1.53381 0.51185
H 0.82713 -0.84268 -2.47064
H 0.91101 -1.46119 -1.01152
H 0.48736 1.65499 1.86887
H 0.33499 2.65014 0.34374
H -1.40176 -1.58160 -0.92404

Force components x, y, z for each atom (eV/Å):
0.86 -0.66 0.36
0.06 -0.37 3.77
1.25 0.90 -2.83
0.20 -0.32 -1.01
-1.89 0.02 -3.81
1.20 -0.30 3.52
-0.15 -0.90 -1.12
-0.22 0.50 -0.41
-0.91 1.04 -0.32
-0.49 0.59 -1.32
0.02 -1.05 1.08
0.07 0.55 2.08

Output
Gap between HOMO and LUMO in eV: 8.745
SMILES: N/N=C(/N)C(=O)S
HOMO level in eV: -8.63
ΔE to the lowest compared entry with this formula, charge and spin in kJ/mol: 257.6
LUMO in eV: 0.1174

Entry 2:
CH2N2O3S | ωB97M-V/def2-TZVPD

Cartesian coordinates (Å):
C 0.49917 0.64668 -0.46376
N 1.69626 -0.85679 0.87459
N 1.29435 0.08948 0.27856
O -1.75399 0.19108 -1.70048
O -1.15012 -1.47262 0.09334
O -1.74524 0.81623 0.72731
S -1.33682 -0.09048 -0.35946
H 0.92211 1.47340 -1.35614
H 1.57428 -0.79699 1.90603

Force components x, y, z for each atom (eV/Å):
1.61 2.71 -3.81
0.58 -1.10 1.23
-1.05 -0.35 -0.14
0.03 -0.30 0.27
0.21 1.72 -1.14
0.35 -0.96 -1.75
-0.52 0.07 2.54
-1.60 -2.25 3.18
0.39 0.46 -0.40

Output
Gap between HOMO and LUMO in eV: 8.335
HOMO level in eV: -10.46
ΔE to the lowest compared entry with this formula, charge and spin in kJ/mol: 368.9
LUMO in eV: -2.1209

Entry 3:
C5H4CaO7 | ωB97M-V/def2-TZVPD

Cartesian coordinates (Å):
O 0.45992 -1.32973 -0.85750
C -0.50691 -0.91456 -1.58919
O -0.47230 -0.97566 -2.81545
O -1.35851 -2.78667 0.67797
O -2.66745 -3.57485 -0.99999
C -1.91024 -2.78612 -0.47094
Ca 0.30688 -1.62659 1.16515
O 0.94652 0.04376 1.95225
C 1.34843 1.31049 1.59791
C 1.07852 1.66552 0.14334
O -0.33670 1.74018 -0.11510
C -0.99287 0.96141 -0.94443
H 0.85536 2.07919 2.22842
H 2.43914 1.46239 1.73925
H 1.52130 0.93559 -0.54889
H 1.46899 2.66253 -0.09492
O -2.18008 1.13311 -1.06786

Force components x, y, z for each atom (eV/Å):
-0.69 -0.13 -0.33
4.46 2.97 -2.73
-2.17 -0.14 1.68
-1.49 -0.63 -0.70
0.79 1.03 0.21
-1.04 -1.45 0.44
0.31 -1.54 0.82
0.94 2.09 0.76
-0.01 0.35 0.35
-0.15 -0.26 -0.66
1.20 0.86 0.90
-2.40 -3.69 -0.46
0.07 -0.08 -0.16
-0.11 -0.04 0.00
-0.04 0.07 0.23
0.05 -0.12 0.12
0.27 0.71 -0.46

Output
Gap between HOMO and LUMO (alpha / beta) in eV: 5.738 / 6.602
Multiplicity: 2
Net charge: -1
⟨S²⟩: 0.759
HOMO level (alpha / beta) in eV: -3.50 / -4.47
LUMO (alpha / beta) in eV: 2.2368 / 2.1321

Entry 4:
C24H24N2O6 | ωB97M-V/def2-TZVPD

Cartesian coordinates (Å):
C -5.55489 -2.73694 1.98649
O -5.73370 -2.86548 0.59730
C -5.12858 -1.85408 -0.16906
C -3.59791 -1.90427 -0.17476
C -3.01906 -0.88470 -1.15842
N -1.58410 -0.78480 -1.03903
C -0.73483 -1.64161 -1.65524
O -1.06068 -2.54133 -2.39458
C 0.67949 -1.24256 -1.23708
O 1.69822 -1.76386 -1.63153
C 0.51862 -0.12020 -0.32448
C 1.48004 0.58820 0.31627
O 1.11715 1.70209 0.99476
C 2.90004 0.23343 0.32494
C 3.86377 1.22936 0.14156
C 5.20339 0.91867 0.15760
C 5.62238 -0.39695 0.37796
O 6.96040 -0.59783 0.37328
C 7.45080 -1.90949 0.53479
C 4.66419 -1.38642 0.59176
C 3.32087 -1.07182 0.56076
C -0.94694 0.24220 -0.25053
C -1.43236 0.29079 1.21797
O -1.39692 -0.61004 2.02217
N -1.91160 1.54227 1.45693
C -2.42183 1.96176 2.73393
C -1.81545 2.35706 0.33548
C -2.19044 3.67760 0.18476
C -1.99611 4.26367 -1.05993
C -1.44634 3.55361 -2.11387
C -1.06669 2.22514 -1.95418
C -1.25718 1.63927 -0.72480
H -5.87267 -1.74573 2.33479
H -4.51522 -2.90165 2.28647
H -6.18279 -3.49860 2.44494
H -5.50521 -2.00823 -1.18396
H -5.46342 -0.86355 0.18344
H -3.27260 -2.90420 -0.46497
H -3.21286 -1.69849 0.82469
H -3.45038 0.10675 -0.98757
H -3.24236 -1.19760 -2.18280
H 1.89429 2.09228 1.41932
H 3.55951 2.24788 -0.06151
H 5.95356 1.67576 -0.00603
H 8.53353 -1.82955 0.45415
H 7.19062 -2.31657 1.51677
H 7.07635 -2.57515 -0.24816
H 4.95423 -2.40729 0.77919
H 2.58972 -1.84260 0.73963
H -3.46369 2.27650 2.64548
H -2.35482 1.11007 3.40975
H -1.82776 2.78754 3.12962
H -2.61836 4.23937 0.99993
H -2.28064 5.29506 -1.20467
H -1.30863 4.03558 -3.06934
H -0.63518 1.66531 -2.76999

Force components x, y, z for each atom (eV/Å):
0.03 -0.01 0.00
-0.07 -0.14 -0.07
0.26 0.07 -0.16
-0.32 0.05 0.04
-0.26 -0.30 0.04
0.14 0.12 0.18
-0.33 -0.35 -0.29
0.13 -0.04 0.00
0.79 0.04 0.04
-0.50 -0.09 -0.10
0.04 0.51 0.42
-0.23 -0.35 -0.29
0.06 -0.12 -0.13
0.24 0.04 0.18
-0.07 -0.17 -0.04
0.23 -0.10 0.04
-0.22 0.17 -0.01
-0.18 0.30 -0.05
0.09 -0.25 0.04
0.32 -0.11 0.01
-0.10 0.33 0.03
0.29 0.26 -0.02
-0.06 -0.28 0.14
0.08 -0.13 -0.01
-0.20 0.12 0.24
-0.03 -0.02 0.13
0.12 0.09 -0.69
-0.01 -0.15 0.23
0.04 0.02 -0.11
0.02 0.13 -0.15
-0.08 -0.08 0.29
-0.20 0.20 0.14
0.00 -0.01 0.02
-0.02 0.01 0.03
0.04 0.05 0.08
0.01 0.12 0.03
-0.01 -0.06 -0.06
0.03 -0.02 0.02
0.03 -0.04 -0.03
0.06 0.00 -0.07
-0.02 0.13 0.07
-0.07 -0.16 0.00
-0.01 0.09 -0.03
0.09 0.09 -0.03
-0.08 -0.05 0.01
0.00 0.02 -0.05
0.00 0.02 0.03
0.06 -0.09 0.02
-0.06 -0.08 -0.02
0.02 0.01 0.03
-0.02 0.08 -0.03
-0.02 0.01 0.02
-0.06 0.06 0.10
-0.03 0.09 -0.02
0.00 0.06 -0.09
0.06 -0.07 -0.12

Output
Gap between HOMO and LUMO in eV: 8.292
SMILES: COCCCN1C(=O)C(=O)/C(=C(/O)c2ccc(OC)cc2)[C@]12C(=O)N(C)c1ccccc12
HOMO level in eV: -8.56
ΔE to the lowest compared entry with this formula, charge and spin in kJ/mol: 131.0
LUMO in eV: -0.2650

Entry 5:
C20H30ClN3O3 | ωB97M-V/def2-TZVPD

Cartesian coordinates (Å):
C 4.70261 3.42622 0.20469
O 4.40896 2.05102 0.16258
C 5.45558 1.16474 0.10630
C 6.79366 1.51484 0.07909
C 7.77789 0.53740 0.02404
C 7.41216 -0.79405 -0.00273
Cl 8.63278 -2.01427 -0.07044
C 6.07866 -1.17294 0.02354
C 5.09346 -0.19916 0.07701
N 3.73730 -0.49072 0.11007
C 3.10319 -1.69068 0.11671
O 3.63711 -2.77634 0.08411
C 1.58775 -1.51223 0.20895
N 1.16923 -0.26398 -0.40662
C 0.96938 -0.42309 -1.83093
C 0.09218 0.44835 0.28145
C 0.62277 1.10497 1.55499
C -1.07287 -0.49461 0.61568
O -1.10299 -1.16335 1.62821
N -2.01109 -0.58237 -0.35299
C -3.17847 -1.42591 -0.22603
C -4.44466 -0.64272 0.14555
C -4.86818 0.31119 -0.97313
C -6.14046 1.06406 -0.59291
C -7.27015 0.08724 -0.28512
C -6.85542 -0.86134 0.83480
C -5.58424 -1.61449 0.45443
H 5.28715 3.68484 1.09291
H 5.23915 3.75031 -0.69236
H 3.73878 3.93143 0.24911
H 7.09441 2.54979 0.10114
H 8.81812 0.81876 0.00329
H 5.79384 -2.21173 0.00552
H 3.11699 0.31406 0.09340
H 1.32738 -1.51195 1.26955
H 1.10605 -2.39262 -0.23875
H 0.13857 -1.09971 -2.08015
H 0.78413 0.55035 -2.28508
H 1.88213 -0.83438 -2.26090
H -0.25301 1.23183 -0.40261
H 0.81678 0.35524 2.31670
H 1.54030 1.64750 1.34164
H -0.11799 1.79750 1.94696
H -1.97598 0.04388 -1.14078
H -3.33306 -1.96353 -1.16696
H -2.94994 -2.14547 0.56374
H -4.22638 -0.05807 1.04588
H -4.07225 1.03183 -1.17714
H -5.04701 -0.26268 -1.88636
H -6.43315 1.72933 -1.40816
H -5.94559 1.68005 0.28809
H -8.16841 0.63640 0.00359
H -7.50472 -0.49065 -1.18209
H -7.65833 -1.57253 1.03805
H -6.67707 -0.28829 1.74737
H -5.28885 -2.27763 1.26953
H -5.77818 -2.23158 -0.42643

Force components x, y, z for each atom (eV/Å):
0.01 0.24 0.01
0.07 -0.51 -0.02
0.01 -0.12 0.00
-0.24 0.11 0.01
0.03 -0.25 -0.01
-0.13 0.41 0.01
0.19 -0.20 -0.01
0.01 -0.02 0.00
0.30 0.07 0.03
-0.10 0.55 0.04
-0.26 0.17 -0.08
0.10 -0.29 0.04
0.07 -0.10 0.05
-0.28 0.01 0.06
0.01 -0.01 -0.09
0.21 0.13 0.44
-0.22 -0.13 -0.23
0.12 0.35 -0.41
0.03 -0.13 0.36
-0.27 0.06 -0.36
-0.24 0.00 0.30
0.11 -0.36 -0.36
0.02 0.17 0.38
-0.07 -0.12 -0.30
0.05 0.18 0.28
-0.09 -0.20 -0.27
0.07 0.27 0.27
-0.01 -0.02 -0.04
-0.01 -0.03 0.04
0.10 0.02 0.00
-0.02 0.11 0.00
0.10 0.00 0.00
0.00 -0.03 0.00
0.03 -0.22 -0.07
0.01 -0.04 -0.05
0.09 0.06 0.07
0.03 -0.01 -0.01
0.01 0.01 -0.06
0.01 -0.01 -0.12
0.01 -0.10 0.02
0.01 -0.04 0.09
0.06 0.08 -0.06
-0.06 0.06 0.13
0.17 0.00 0.13
-0.03 -0.03 0.06
-0.05 -0.01 -0.16
0.02 0.00 0.03
0.05 0.00 -0.08
0.03 -0.06 -0.10
0.01 0.08 0.05
0.00 0.08 0.03
-0.06 -0.03 -0.07
-0.07 -0.02 -0.06
-0.02 0.02 0.09
-0.02 0.01 0.09
0.04 -0.10 -0.02
0.00 -0.10 -0.06

Output
Gap between HOMO and LUMO in eV: 8.536
SMILES: COc1ccc(Cl)cc1NC(=O)CN(C)[C@H](C)C(=O)NCC1CCCCC1
HOMO level in eV: -8.09
ΔE to the lowest compared entry with this formula, charge and spin in kJ/mol: 68.6
LUMO in eV: 0.4448

Entry 6:
C9H17N2P | ωB97M-V/def2-TZVPD

Cartesian coordinates (Å):
C 1.75761 -0.14333 2.75421
C 1.97969 1.15849 2.35977
C 1.47581 -0.13231 0.58908
C 0.86604 -1.83145 -1.27333
C -1.48517 1.63421 0.14469
C -1.52124 -0.81412 0.90423
C -2.19556 -0.33802 -1.45370
C 1.03120 -0.38037 -0.72648
C -1.62176 0.09346 -0.21296
N 1.48642 -0.91062 1.65507
N 1.87227 1.12601 0.99717
P 1.04158 1.00303 -1.88522
H 1.58227 -0.58996 3.81780
H 2.42298 1.95800 2.88646
H 0.38439 -2.54596 -0.71191
H 1.77893 -2.17918 -1.61292
H 0.28839 -1.67485 -2.16445
H -0.70800 2.04257 -0.57514
H -2.47600 2.11334 0.02363
H -1.10244 1.80424 1.16272
H -2.39421 -0.54378 1.42105
H -1.52746 -1.85961 0.70376
H -0.72953 -0.69043 1.60634
H -3.02975 0.31441 -1.81958
H -1.36358 -0.32075 -2.29917
H -2.63076 -1.29986 -1.31256
H 2.01402 1.78343 0.30674
H 0.47876 0.16375 -2.87005
H 2.32511 1.05965 -2.41527

Force components x, y, z for each atom (eV/Å):
-0.82 -0.73 1.27
0.42 -1.13 -0.21
0.72 0.76 1.18
-0.43 3.88 -0.61
0.35 -1.62 -1.19
-0.03 -0.26 0.24
0.28 1.06 -2.82
-0.40 -1.26 -0.11
2.73 2.91 1.13
-0.79 -1.27 0.52
-0.71 -1.43 0.49
-0.76 -0.39 0.15
0.82 1.05 -2.22
0.01 0.83 0.38
-0.93 -1.30 1.86
2.08 -0.89 -0.51
-0.48 -0.33 -0.61
-1.24 0.04 0.79
0.56 0.02 -0.07
-0.24 -0.29 -0.31
-1.69 -0.16 1.48
-0.27 -0.84 -0.59
0.79 0.57 0.30
0.72 -0.21 0.22
-1.94 -0.32 1.33
-0.04 -1.03 -0.36
0.43 2.21 -0.91
0.19 0.50 -0.47
0.69 -0.37 -0.35

Output
Gap between HOMO and LUMO (alpha / beta) in eV: 6.355 / 7.775
HOMO level (alpha / beta) in eV: -6.67 / -6.95
ΔE to the lowest compared entry with this formula, charge and spin in kJ/mol: 265.4
LUMO (alpha / beta) in eV: -0.3179 / 0.8228

Q: Which E_tot values were calculated for the entries above? A: -19506.28083 -21022.60060 -38021.82059 -40542.71946 -44363.49334 -21873.45089, in eV.